Density functional theory data (ωB97M-V with the def2-TZVPD basis set) for a molecular structure, C70H158BF4FeO34 at a distorted geometry.

F_max in eV Å⁻¹: 4.8
Orbital gap (spin up / spin down) in eV: 8.311 / 8.267
Lowest unoccupied orbital energy (spin up / spin down) in eV: -1.43 / -1.47
⟨S²⟩: 6.007
Net charge: +1
2S+1: 5

Geometry (Å):
1 Fe 0.137 0.853 4.271
2 B -0.706 -0.569 0.840
3 F -0.147 0.163 2.220
4 F 0.194 -0.251 -0.049
5 F -0.741 -1.886 1.214
6 F -1.938 0.015 0.637
7 C 3.605 5.857 2.447
8 C 3.772 4.345 2.281
9 O 2.948 3.533 3.156
10 C 2.632 2.393 2.778
11 O 1.913 1.656 3.473
12 O 3.082 2.033 1.620
13 C 2.808 0.650 1.161
14 H 4.228 6.468 1.784
15 H 3.956 6.079 3.452
16 H 2.535 6.064 2.402
17 H 4.860 4.037 2.414
18 H 3.484 4.004 1.285
19 H 1.769 0.432 1.538
20 H 3.700 0.005 1.453
21 H 2.868 0.770 0.072
22 C -3.412 -0.688 6.328
23 C -2.694 -0.445 5.064
24 O -1.714 0.258 5.132
25 C -3.307 -0.992 3.839
26 H -3.358 0.240 6.868
27 H -2.898 -1.410 6.908
28 H -4.372 -1.067 6.188
29 H -2.586 -0.726 2.967
30 H -4.199 -0.403 3.640
31 H -3.572 -2.030 4.089
32 C 1.537 1.462 -2.742
33 C 2.499 2.574 -2.910
34 O 3.369 2.845 -2.104
35 C 2.422 3.232 -4.230
36 H 0.682 1.646 -3.340
37 H 1.230 1.253 -1.726
38 H 1.937 0.463 -3.063
39 H 2.331 2.502 -5.069
40 H 3.339 3.777 -4.505
41 H 1.532 3.833 -4.181
42 C -4.447 -4.997 3.353
43 C -3.072 -4.996 3.987
44 O -2.568 -3.940 4.347
45 C -2.236 -6.217 4.072
46 H -4.976 -4.049 3.620
47 H -5.019 -5.811 3.637
48 H -4.355 -4.937 2.229
49 H -2.483 -6.957 3.319
50 H -2.418 -6.682 5.032
51 H -1.248 -5.835 4.006
52 C 0.915 -3.500 4.844
53 C 1.279 -2.111 4.469
54 O 0.634 -1.140 4.841
55 C 2.555 -1.956 3.641
56 H 0.291 -3.587 5.713
57 H 1.894 -4.081 4.956
58 H 0.340 -3.947 3.965
59 H 3.316 -1.877 4.418
60 H 2.523 -1.007 3.032
61 H 2.671 -2.812 3.015
62 C 5.946 -9.157 -5.034
63 O 5.620 -7.779 -5.011
64 C 6.305 -7.085 -3.957
65 C 5.861 -5.608 -4.086
66 O 4.636 -5.425 -3.503
67 C 4.361 -4.010 -3.470
68 C 3.160 -3.780 -2.653
69 O 3.620 -3.763 -1.262
70 C 2.810 -3.142 -0.296
71 H 5.944 -9.446 -6.104
72 H 5.246 -9.742 -4.502
73 H 6.960 -9.343 -4.672
74 H 7.373 -7.229 -4.232
75 H 6.080 -7.477 -2.916
76 H 5.765 -5.435 -5.180
77 H 6.639 -4.922 -3.676
78 H 4.228 -3.610 -4.552
79 H 5.156 -3.443 -3.007
80 H 2.323 -4.536 -2.829
81 H 2.745 -2.744 -2.824
82 H 3.446 -3.091 0.608
83 H 1.936 -3.730 -0.025
84 H 2.541 -2.071 -0.555
85 C 5.929 -3.642 1.756
86 O 5.364 -2.594 2.536
87 C 6.220 -1.586 2.999
88 C 6.914 -0.759 1.921
89 O 5.913 0.010 1.287
90 C 6.255 0.720 0.080
91 C 7.307 1.789 0.255
92 O 6.755 2.818 1.166
93 C 7.717 3.681 1.778
94 H 5.143 -4.188 1.248
95 H 6.519 -4.239 2.408
96 H 6.529 -3.243 0.899
97 H 7.006 -2.035 3.626
98 H 5.641 -0.846 3.532
99 H 7.379 -1.410 1.124
100 H 7.707 -0.150 2.321
101 H 5.340 1.141 -0.285
102 H 6.687 -0.056 -0.666
103 H 7.556 2.216 -0.736
104 H 8.202 1.420 0.741
105 H 8.329 4.127 0.949
106 H 8.332 3.130 2.487
107 H 7.302 4.493 2.370
108 C -1.472 -4.062 -7.549
109 O -2.381 -4.796 -6.826
110 C -3.043 -3.951 -5.822
111 C -3.139 -4.828 -4.608
112 O -3.594 -3.947 -3.497
113 C -3.226 -4.477 -2.220
114 C -4.085 -4.022 -1.129
115 O -3.888 -2.646 -0.851
116 C -4.420 -2.271 0.345
117 H -0.531 -3.828 -6.993
118 H -1.830 -3.050 -7.851
119 H -1.276 -4.649 -8.446
120 H -3.985 -3.609 -6.261
121 H -2.536 -2.974 -5.609
122 H -2.120 -5.251 -4.411
123 H -3.948 -5.571 -4.691
124 H -2.161 -4.191 -1.920
125 H -3.261 -5.584 -2.186
126 H -3.835 -4.649 -0.215
127 H -5.115 -4.173 -1.399
128 H -3.941 -2.756 1.252
129 H -5.543 -2.263 0.352
130 H -4.030 -1.233 0.569
131 C -1.702 2.900 2.776
132 O -0.578 2.723 3.726
133 C -0.516 3.769 4.656
134 C 0.697 3.421 5.514
135 O 0.569 2.039 6.074
136 C 0.994 1.862 7.451
137 C 2.472 2.031 7.582
138 O 3.095 1.143 6.682
139 C 4.470 0.941 6.923
140 H -2.653 2.708 3.292
141 H -1.539 2.093 2.071
142 H -1.768 3.927 2.335
143 H -1.487 3.708 5.238
144 H -0.419 4.662 4.050
145 H 0.766 4.097 6.383
146 H 1.669 3.516 4.918
147 H 0.525 0.868 7.709
148 H 0.478 2.638 8.124
149 H 2.797 2.039 8.631
150 H 2.602 3.029 7.142
151 H 4.937 1.881 6.693
152 H 4.836 0.182 6.216
153 H 4.719 0.705 7.956
154 C -5.870 3.614 -5.074
155 O -4.685 2.945 -4.613
156 C -3.511 3.801 -4.697
157 C -2.238 3.142 -4.303
158 O -2.097 2.824 -2.946
159 C -2.191 4.005 -2.084
160 C -1.483 3.699 -0.751
161 O -0.122 3.869 -0.949
162 C 0.619 3.768 0.252
163 H -5.776 4.674 -4.668
164 H -6.691 3.039 -4.717
165 H -5.780 3.795 -6.147
166 H -3.827 4.731 -4.189
167 H -3.377 4.118 -5.734
168 H -1.425 3.783 -4.677
169 H -2.140 2.180 -4.797
170 H -3.244 4.298 -1.853
171 H -1.717 4.862 -2.613
172 H -1.706 2.738 -0.361
173 H -1.813 4.435 0.030
174 H 0.258 4.509 1.032
175 H 1.610 3.863 -0.119
176 H 0.536 2.809 0.763
177 C -2.622 -9.661 -3.994
178 O -1.423 -9.003 -3.653
179 C -0.895 -8.217 -4.713
180 C 0.201 -7.309 -4.268
181 O -0.201 -6.348 -3.316
182 C -0.391 -6.746 -1.959
183 C -0.012 -5.689 -1.003
184 O -0.790 -5.825 0.190
185 C -1.038 -4.534 0.789
186 H -3.448 -8.976 -4.326
187 H -2.949 -10.261 -3.155
188 H -2.463 -10.263 -4.892
189 H -1.706 -7.646 -5.170
190 H -0.477 -8.836 -5.492
191 H 0.613 -6.850 -5.144
192 H 0.984 -7.927 -3.883
193 H 0.038 -7.716 -1.752
194 H -1.451 -6.886 -1.870
195 H -0.210 -4.669 -1.401
196 H 0.997 -5.841 -0.749
197 H -0.183 -4.311 1.351
198 H -1.983 -4.686 1.387
199 H -1.285 -3.777 0.000
200 C -4.436 7.455 -0.888
201 O -4.049 6.205 -0.400
202 C -5.064 5.586 0.394
203 C -4.741 4.211 0.625
204 O -5.104 3.462 -0.490
205 C -4.687 2.099 -0.489
206 C -5.085 1.386 -1.778
207 O -6.513 1.481 -1.945
208 C -7.156 0.446 -1.156
209 H -4.726 8.169 -0.052
210 H -5.336 7.452 -1.496
211 H -3.620 7.826 -1.544
212 H -5.986 5.497 -0.216
213 H -5.162 6.070 1.344
214 H -5.191 3.851 1.533
215 H -3.637 4.112 0.814
216 H -5.041 1.592 0.491
217 H -3.591 2.080 -0.460
218 H -4.791 0.352 -1.708
219 H -4.581 1.838 -2.642
220 H -6.871 0.394 -0.099
221 H -6.965 -0.560 -1.491
222 H -8.235 0.508 -1.302
223 C -4.228 -0.724 -4.473
224 O -2.988 -0.152 -4.113
225 C -2.388 -0.545 -2.899
226 C -1.110 -1.363 -2.948
227 O -0.147 -0.835 -3.760
228 C -0.421 -0.941 -5.163
229 C 0.939 -1.213 -5.899
230 O 1.694 0.016 -5.910
231 C 3.102 -0.151 -6.052
232 H -4.771 0.072 -5.074
233 H -4.724 -0.959 -3.524
234 H -4.087 -1.593 -5.112
235 H -3.094 -1.124 -2.366
236 H -2.139 0.347 -2.319
237 H -1.436 -2.356 -3.307
238 H -0.703 -1.445 -1.953
239 H -0.917 -0.039 -5.433
240 H -1.053 -1.767 -5.351
241 H 0.774 -1.511 -6.913
242 H 1.555 -1.872 -5.359
243 H 3.377 -0.450 -7.112
244 H 3.404 -0.899 -5.375
245 H 3.482 0.814 -5.801
246 C -0.366 7.461 1.590
247 O -1.154 6.389 2.198
248 C -2.491 6.797 2.550
249 C -2.436 7.776 3.744
250 O -1.702 7.163 4.800
251 C -1.398 7.961 5.901
252 C -0.066 8.633 5.771
253 O -0.269 9.638 4.704
254 C 0.931 10.202 4.163
255 H -0.849 7.820 0.691
256 H 0.591 7.052 1.329
257 H -0.262 8.229 2.373
258 H -2.878 5.843 2.950
259 H -3.105 7.107 1.717
260 H -3.470 7.974 4.116
261 H -1.962 8.703 3.488
262 H -1.321 7.279 6.787
263 H -2.245 8.594 6.126
264 H 0.703 7.912 5.406
265 H 0.210 9.144 6.681
266 H 1.230 11.090 4.731
267 H 0.681 10.489 3.172
268 H 1.762 9.541 4.087